# 1
117
Properties=species:S:1:pos:R:3 method="wB97M-V/def2-TZVPD" smiles="CC(N)=O.CC(N)=O.CC(N)=O.CCCCCC.CCCCCC.CCCCCC.OCCO.OCCO.OCCO" e_above_lowest_kcal_mol=0.0 e_homo_ev=-9.7
C -1.18 -6.64 -3.46
C -1.55 -5.26 -2.90
C -2.93 -5.12 -2.26
C -3.40 -6.33 -1.43
C -4.67 -6.04 -0.65
C -5.89 -5.95 -1.57
H -0.33 -6.58 -4.15
H -1.99 -7.04 -4.07
H -0.84 -7.24 -2.61
H -0.79 -4.93 -2.18
H -1.56 -4.56 -3.74
H -3.67 -4.93 -3.05
H -2.97 -4.27 -1.58
H -3.43 -7.23 -2.05
H -2.54 -6.54 -0.78
H -4.83 -6.89 0.02
H -4.59 -5.10 -0.10
H -6.08 -6.94 -2.00
H -6.85 -5.67 -1.13
H -5.70 -5.30 -2.44
C 2.73 1.85 2.77
C 2.40 1.66 1.29
C 2.96 0.35 0.72
C 2.25 -0.32 -0.46
C 0.79 -0.72 -0.27
C 0.17 -1.26 -1.57
H 2.45 1.05 3.46
H 2.15 2.70 3.15
H 3.77 2.12 2.98
H 1.31 1.60 1.45
H 2.65 2.54 0.70
H 2.92 -0.39 1.53
H 3.99 0.56 0.43
H 2.27 0.31 -1.36
H 2.83 -1.21 -0.73
H 0.75 -1.45 0.54
H 0.14 0.14 -0.07
H -0.91 -1.18 -1.50
H 0.47 -0.68 -2.45
H 0.50 -2.27 -1.81
C -1.22 -1.88 -4.63
C -2.16 -1.58 -5.82
C -3.21 -2.66 -6.07
C -2.67 -3.90 -6.77
C -3.73 -4.80 -7.35
C -3.14 -6.09 -7.95
H -0.62 -2.76 -4.86
H -1.79 -2.08 -3.73
H -0.68 -0.96 -4.45
H -2.72 -0.71 -5.45
H -1.63 -1.30 -6.72
H -3.88 -2.21 -6.82
H -3.88 -2.80 -5.22
H -1.99 -3.58 -7.57
H -2.04 -4.47 -6.07
H -4.46 -5.06 -6.59
H -4.25 -4.29 -8.16
H -2.44 -5.79 -8.72
H -2.75 -6.72 -7.16
H -3.96 -6.64 -8.42
C 7.19 -1.45 1.16
C 6.40 -0.48 2.00
O 7.06 -0.30 3.28
O 8.55 -1.15 1.17
H 6.75 -1.49 0.16
H 7.03 -2.44 1.61
H 5.36 -0.76 2.19
H 6.33 0.51 1.52
H 6.40 -0.31 3.98
H 8.76 -0.83 2.06
C -0.49 5.67 3.30
C -0.73 6.06 4.73
O -1.47 5.18 5.47
O 0.47 4.60 3.13
H -0.06 6.55 2.79
H -1.44 5.52 2.78
H -1.27 7.00 4.70
H 0.22 6.31 5.21
H -1.06 4.30 5.43
H 0.13 4.08 2.39
C -2.45 3.48 -0.02
C -3.59 3.16 0.92
O -3.81 1.73 0.99
O -1.15 3.21 0.51
H -2.52 4.53 -0.33
H -2.59 2.85 -0.91
H -4.57 3.51 0.60
H -3.50 3.56 1.94
H -3.10 1.27 1.46
H -1.29 2.32 0.87
O 1.86 4.78 -1.73
C 0.84 4.17 -2.00
N -0.31 4.74 -2.48
C 0.91 2.65 -1.95
H -1.11 4.17 -2.61
H -0.31 5.73 -2.66
H 1.58 2.39 -1.14
H 1.12 2.11 -2.87
H -0.02 2.22 -1.54
O -0.54 2.11 6.72
C 0.50 1.97 7.36
N 0.51 1.75 8.71
C 1.85 2.32 6.78
H 1.33 1.63 9.26
H -0.40 1.62 9.13
H 2.20 1.52 6.12
H 2.63 2.48 7.53
H 1.85 3.18 6.12
O 3.90 4.43 5.30
C 3.58 5.59 5.23
N 2.79 6.06 4.23
C 4.21 6.62 6.13
H 2.68 7.04 4.05
H 2.16 5.38 3.82
H 5.27 6.45 6.29
H 3.72 6.47 7.11
H 4.02 7.65 5.85



# 2
120
Properties=species:S:1:pos:R:3 method="wB97M-V/def2-TZVPD" smiles=CC(C)O.CC(C)O.CC(C)O.CC(C)O.CC(C)O.CC(C)O.CC(C)O.CC(C)O.CC(C)O.CC(C)O e_above_lowest_kcal_mol=118.1 e_homo_ev=-9.7
C 4.07 1.85 -1.25
C 4.48 1.15 -2.51
C 4.48 2.11 -3.73
O 5.74 0.62 -2.26
H 3.99 1.13 -0.43
H 3.16 2.44 -1.20
H 4.82 2.55 -0.90
H 3.98 0.19 -2.62
H 4.71 1.59 -4.66
H 5.30 2.83 -3.70
H 3.53 2.61 -3.95
H 6.07 0.26 -3.09
C -4.68 6.43 -2.03
C -3.54 5.67 -1.38
C -3.98 4.47 -0.54
O -2.63 5.25 -2.43
H -5.01 7.15 -1.28
H -5.47 5.77 -2.39
H -4.32 6.98 -2.90
H -2.88 6.36 -0.85
H -4.95 4.14 -0.89
H -4.05 4.72 0.52
H -3.27 3.65 -0.59
H -1.78 5.11 -2.02
C 0.80 4.20 -2.65
C 0.97 4.45 -1.15
C 2.00 5.49 -0.65
O -0.23 4.91 -0.60
H 0.76 5.12 -3.22
H -0.13 3.65 -2.81
H 1.52 3.55 -3.16
H 1.24 3.49 -0.70
H 2.41 5.18 0.31
H 1.65 6.52 -0.60
H 2.82 5.65 -1.35
H -0.19 4.92 0.36
C 2.64 -0.92 -6.16
C 1.44 -1.69 -5.68
C 1.21 -1.51 -4.21
O 0.26 -1.34 -6.44
H 3.45 -1.17 -5.48
H 2.54 0.14 -5.92
H 2.77 -0.99 -7.24
H 1.69 -2.75 -5.71
H 1.54 -0.52 -3.89
H 1.79 -2.25 -3.67
H 0.15 -1.63 -3.99
H 0.33 -0.39 -6.55
C 1.53 0.97 4.66
C 1.60 1.82 3.43
C 2.61 1.16 2.43
O 0.38 1.94 2.76
H 0.68 1.08 5.34
H 2.43 1.11 5.25
H 1.57 -0.08 4.37
H 2.06 2.80 3.57
H 2.85 1.69 1.50
H 2.37 0.15 2.11
H 3.49 1.22 3.06
H 0.32 1.20 2.16
C -1.70 -5.98 -1.58
C -2.72 -4.89 -1.57
C -2.28 -3.66 -0.90
O -3.25 -4.63 -2.89
H -1.25 -6.24 -0.63
H -0.96 -5.84 -2.37
H -2.26 -6.84 -1.95
H -3.63 -5.21 -1.05
H -1.71 -3.84 0.01
H -3.14 -3.02 -0.67
H -1.57 -3.10 -1.50
H -3.33 -5.45 -3.37
C 2.00 -3.09 3.55
C 3.21 -4.04 3.76
C 4.32 -3.70 2.73
O 3.65 -3.87 5.05
H 2.36 -2.11 3.88
H 1.10 -3.38 4.09
H 1.78 -3.13 2.48
H 3.02 -5.10 3.58
H 5.28 -4.21 2.85
H 4.62 -2.70 3.06
H 3.94 -3.63 1.72
H 3.34 -4.63 5.54
C -1.53 -3.07 3.43
C -2.42 -4.31 3.16
C -1.50 -5.56 2.79
O -3.04 -4.47 4.44
H -0.97 -3.03 2.49
H -0.91 -3.08 4.33
H -2.17 -2.19 3.38
H -3.19 -4.18 2.40
H -0.97 -5.98 3.64
H -0.77 -5.39 2.00
H -2.10 -6.38 2.40
H -2.43 -5.00 4.97
C -0.26 1.28 -0.44
C -0.24 -0.21 -0.12
C 1.11 -0.84 -0.56
O -0.48 -0.39 1.24
H 0.04 1.43 -1.48
H 0.56 1.56 0.23
H -1.24 1.67 -0.17
H -1.09 -0.73 -0.57
H 1.48 -1.38 0.31
H 1.94 -0.15 -0.77
H 1.12 -1.49 -1.43
H -1.37 -0.10 1.44
C -4.81 0.45 1.09
C -3.91 1.24 2.04
C -4.82 1.71 3.13
O -3.06 0.39 2.78
H -5.41 1.18 0.56
H -5.37 -0.38 1.54
H -4.20 -0.11 0.38
H -3.29 2.01 1.58
H -5.28 2.59 2.68
H -4.19 2.09 3.93
H -5.48 0.99 3.61
H -3.69 -0.04 3.37



# 3
126
Properties=species:S:1:pos:R:3 method="wB97M-V/def2-TZVPD" e_above_lowest_kcal_mol=0.0 e_homo_ev=-8.1
Cu -1.32 0.79 -0.65
B -0.57 -1.40 -0.18
H 0.41 -0.78 0.18
H -0.30 -2.57 -0.12
H -1.47 -1.14 0.59
H -0.79 -1.09 -1.33
C 0.81 5.43 -1.55
O -0.19 4.66 -0.93
C 0.29 3.86 0.16
C 1.18 2.72 -0.29
N 0.52 1.95 -1.34
C 1.49 1.07 -2.03
C 0.88 0.52 -3.29
O 0.69 1.57 -4.21
C -0.24 1.24 -5.20
H 1.66 4.82 -1.88
H 1.15 6.25 -0.91
H 0.38 5.81 -2.48
H -0.60 3.48 0.66
H 0.84 4.53 0.84
H 1.29 2.05 0.57
H 2.19 3.06 -0.53
H 0.22 2.62 -2.05
H 1.72 0.23 -1.38
H 2.43 1.60 -2.22
H -0.06 0.02 -3.02
H 1.57 -0.24 -3.68
H -1.21 0.96 -4.77
H 0.10 0.41 -5.84
H -0.46 2.12 -5.81
C 3.28 -0.28 1.79
O 3.97 0.94 1.86
C 4.82 1.15 0.75
C 5.70 2.34 1.07
N 4.89 3.57 1.16
C 5.61 4.68 1.76
C 6.84 5.08 0.99
O 7.93 4.27 1.33
C 9.12 4.62 0.68
H 3.94 -1.15 1.72
H 2.59 -0.32 0.94
H 2.67 -0.40 2.68
H 4.24 1.34 -0.15
H 5.47 0.28 0.63
H 6.46 2.42 0.29
H 6.28 2.17 1.99
H 4.16 3.26 1.81
H 5.91 4.50 2.81
H 4.95 5.55 1.81
H 7.10 6.13 1.17
H 6.61 5.03 -0.09
H 9.09 4.41 -0.40
H 9.93 4.10 1.19
H 9.32 5.70 0.79
C -0.67 1.42 2.67
O -1.54 1.37 1.58
C -2.69 2.16 1.75
C -3.60 1.96 0.57
N -3.05 2.47 -0.70
C -4.06 2.34 -1.76
C -4.27 0.93 -2.31
O -3.05 0.35 -2.73
C -3.30 -0.92 -3.26
H -1.07 0.95 3.57
H -0.42 2.47 2.92
H 0.28 0.96 2.40
H -2.39 3.23 1.78
H -3.22 1.98 2.69
H -4.56 2.47 0.79
H -3.93 0.92 0.48
H -2.90 3.47 -0.57
H -3.83 3.00 -2.60
H -5.02 2.66 -1.33
H -5.00 0.96 -3.13
H -4.74 0.30 -1.55
H -3.85 -1.57 -2.57
H -2.38 -1.42 -3.54
H -3.94 -0.90 -4.16
C -2.37 -5.25 -0.22
C -3.09 -4.14 -0.98
C -4.52 -4.51 -1.30
O -3.13 -2.98 -0.13
H -2.06 -6.09 -0.85
H -2.96 -5.58 0.63
H -1.41 -4.84 0.13
H -2.51 -3.89 -1.88
H -4.56 -5.24 -2.10
H -5.09 -3.64 -1.63
H -4.98 -4.87 -0.38
H -2.25 -2.58 -0.06
C 1.55 -3.31 -4.19
C 1.07 -3.50 -2.77
C 1.33 -4.88 -2.20
O 1.65 -2.47 -1.94
H 1.23 -4.12 -4.84
H 2.64 -3.24 -4.19
H 1.19 -2.37 -4.61
H -0.02 -3.28 -2.73
H 0.99 -5.65 -2.89
H 0.81 -4.98 -1.24
H 2.41 -5.01 -2.04
H 1.01 -2.31 -1.23
C -0.98 -3.42 3.44
C -0.13 -2.15 3.44
C 0.53 -1.82 4.76
O 0.89 -2.27 2.44
H -1.48 -3.48 2.47
H -1.76 -3.34 4.19
H -0.35 -4.30 3.57
H -0.80 -1.32 3.19
H 1.03 -0.85 4.63
H 1.30 -2.54 5.04
H -0.21 -1.72 5.55
H 0.39 -2.23 1.61
C -4.84 -3.50 3.07
C -5.17 -2.08 2.65
C -4.01 -1.12 2.92
O -5.42 -2.07 1.24
H -5.71 -4.15 3.04
H -4.48 -3.57 4.10
H -4.03 -3.87 2.44
H -6.08 -1.74 3.16
H -4.28 -0.11 2.61
H -3.13 -1.47 2.38
H -3.79 -1.07 3.99
H -4.71 -2.57 0.80



# 4
129
Properties=species:S:1:pos:R:3 method="wB97M-V/def2-TZVPD" charge=+1 e_homo_ev=-10.1
N -1.37 -1.84 -6.62
C -1.86 -0.52 -6.43
C -1.12 0.63 -7.22
P -1.43 0.22 -9.04
O -2.85 0.97 -9.37
O -0.31 1.05 -9.91
C 0.35 0.61 -6.84
C 1.15 1.84 -7.26
C 0.42 3.15 -6.81
C -0.87 2.88 -6.07
N -1.78 1.93 -6.75
H -1.48 -2.17 -7.57
H -0.44 -1.99 -6.25
H -2.91 -0.46 -6.76
H -1.79 -0.23 -5.38
H -2.79 1.94 -9.30
H 0.52 0.53 -9.83
H 0.42 0.57 -5.75
H 0.83 -0.30 -7.19
H 1.28 1.88 -8.34
H 2.14 1.84 -6.82
H 1.08 3.70 -6.15
H 0.23 3.77 -7.68
H -0.68 2.55 -5.06
H -1.40 3.83 -5.97
H -2.22 2.41 -7.54
H -2.51 1.70 -6.08
C -5.55 2.50 -6.94
C -5.30 3.07 -5.55
C -6.52 3.77 -4.93
O -6.79 5.05 -5.46
C -7.52 5.07 -6.68
N -4.14 3.98 -5.60
H -5.57 3.27 -7.70
H -4.76 1.79 -7.21
H -6.50 1.96 -6.98
H -5.05 2.23 -4.89
H -6.32 3.93 -3.87
H -7.41 3.13 -4.99
H -8.25 4.26 -6.72
H -6.85 5.01 -7.54
H -8.05 6.02 -6.72
H -3.92 4.28 -4.65
H -4.44 4.83 -6.06
C 0.24 -5.19 -3.72
C 1.43 -4.63 -4.49
C 2.73 -4.57 -3.68
O 2.79 -3.52 -2.74
C 2.14 -3.77 -1.50
N 1.07 -3.31 -5.03
H -0.17 -4.47 -3.01
H -0.56 -5.46 -4.41
H 0.52 -6.09 -3.17
H 1.61 -5.29 -5.34
H 3.55 -4.38 -4.38
H 2.94 -5.53 -3.20
H 2.23 -4.82 -1.21
H 1.09 -3.48 -1.54
H 2.62 -3.16 -0.74
H 1.83 -2.98 -5.62
H 1.08 -2.65 -4.24
C 2.45 -0.48 4.18
C 2.23 -1.97 3.92
C 2.93 -2.47 2.64
O 2.26 -2.12 1.44
C 2.53 -0.81 0.97
N 0.80 -2.25 3.91
H 1.83 0.15 3.54
H 2.18 -0.24 5.21
H 3.50 -0.20 4.03
H 2.68 -2.51 4.75
H 2.92 -3.56 2.66
H 3.98 -2.16 2.60
H 3.56 -0.50 1.19
H 1.83 -0.08 1.40
H 2.39 -0.81 -0.11
H 0.65 -3.26 3.84
H 0.42 -1.89 3.03
C 1.26 5.28 6.66
C 0.98 3.84 7.08
C 2.08 2.85 6.67
O 2.06 2.49 5.29
C 2.69 3.41 4.43
N -0.34 3.45 6.59
H 1.07 5.44 5.60
H 0.61 5.96 7.20
H 2.30 5.56 6.87
H 0.94 3.83 8.18
H 1.91 1.92 7.21
H 3.07 3.21 6.95
H 3.56 3.89 4.90
H 1.99 4.18 4.08
H 3.04 2.86 3.55
H -0.58 2.53 6.96
H -0.26 3.29 5.59
C 7.11 -6.30 3.47
C 7.50 -4.85 3.77
C 7.01 -4.35 5.13
O 5.63 -4.03 5.18
C 4.77 -5.13 5.38
N 7.05 -4.00 2.67
H 6.06 -6.39 3.18
H 7.70 -6.68 2.64
H 7.28 -6.94 4.33
H 8.59 -4.81 3.79
H 7.53 -3.41 5.35
H 7.27 -5.05 5.94
H 5.21 -5.89 6.02
H 4.49 -5.58 4.42
H 3.86 -4.76 5.85
H 7.40 -3.06 2.81
H 6.04 -3.90 2.75
C -4.30 0.15 6.71
C -4.01 0.77 8.07
C -5.21 1.52 8.68
O -5.46 2.79 8.11
C -6.20 2.78 6.91
N -2.82 1.62 7.97
H -4.30 0.90 5.91
H -3.53 -0.58 6.46
H -5.27 -0.36 6.70
H -3.78 -0.05 8.76
H -4.98 1.71 9.73
H -6.12 0.90 8.65
H -6.94 1.98 6.90
H -5.54 2.68 6.04
H -6.71 3.74 6.84
H -2.56 1.94 8.89
H -3.09 2.47 7.48